{
  "formula": "C21H33FN2O4Si",
  "method": "ωB97M-V/def2-TZVPD",
  "elements": ["C", "Si", "C", "C", "N", "C", "C", "C", "C", "C", "C", "N", "F", "C", "C", "C", "C", "H", "H", "H", "H", "H", "H", "H", "H", "H", "H", "H", "H", "H", "H", "H", "H", "H", "O", "C", "O", "C", "C", "C", "H", "H", "H", "H", "H", "H", "H", "H", "O", "C", "O", "C", "C", "C", "H", "H", "H", "H", "H", "H", "H", "H"],
  "xyz": [[0.6427, -3.9479, 3.4249], [0.2239, -3.3701, 1.6529], [-1.3904, -2.3504, 1.7501], [-0.2094, -4.9805, 0.6550], [1.5813, -2.5665, 0.7713], [1.3679, -1.5116, -0.1894], [2.5217, -0.8197, -1.0092], [4.0166, -1.2881, -0.8015], [5.2262, -0.6664, -1.6282], [6.6710, -0.4511, -1.0962], [7.7694, 0.1367, -2.0576], [7.4846, 0.4931, -3.4419], [8.4551, 0.9684, -4.2514], [6.1387, 0.3418, -4.0014], [4.9652, -0.2378, -3.1308], [4.1988, -2.4351, 0.2760], [2.9453, -3.0117, 1.0025], [1.3607, -4.8383, 3.4447], [-0.3554, -4.3139, 3.8890], [1.0666, -3.1362, 4.1106], [-1.4674, -1.6753, 2.6768], [-1.5965, -1.7791, 0.7763], [-2.2513, -3.1228, 1.8458], [0.7699, -5.5588, 0.5296], [-0.5226, -4.6021, -0.3958], [-1.0421, -5.5740, 1.1738], [0.3102, -1.1077, -0.4140], [2.3133, 0.0025, -1.7911], [6.9469, -0.7138, -0.0176], [8.8653, 0.2897, -1.7335], [5.9811, 0.6345, -5.1037], [3.9412, -0.3272, -3.6346], [5.2679, -2.8110, 0.4896], [3.1494, -3.8638, 1.7518], [0.2719, 1.7132, -1.8891], [-0.9033, 1.7400, -2.2048], [-1.8377, 1.2966, -1.3511], [-3.2589, 1.4662, -1.5355], [-3.8316, 0.3524, -2.3887], [-1.3226, 2.1774, -3.5796], [-3.4885, 2.4590, -1.9306], [-3.7087, 1.4195, -0.5340], [-3.4033, 0.3531, -3.3933], [-4.9150, 0.4534, -2.4758], [-3.6024, -0.6217, -1.9476], [-1.2580, 1.3277, -4.2611], [-0.6400, 2.9605, -3.9162], [-2.3215, 2.6056, -3.6184], [-4.8252, 1.7132, 0.6875], [-4.6444, 2.5954, 1.5030], [-3.5796, 2.5480, 2.3222], [-3.1640, 3.6282, 3.1754], [-3.9003, 3.5906, 4.4991], [-5.6473, 3.7000, 1.6775], [-3.2621, 4.5902, 2.6670], [-2.0960, 3.4825, 3.3552], [-4.9753, 3.7212, 4.3648], [-3.5376, 4.3775, 5.1636], [-3.7575, 2.6231, 4.9871], [-6.4339, 3.3655, 2.3556], [-6.0854, 3.9258, 0.7032], [-5.2174, 4.6304, 2.0421]],
  "atomic_forces_ev_per_a": [[0.5, -0.1, 0.8], [-3.3, -2.5, 1.6], [-0.6, 0.3, -0.2], [0.8, 1.0, -0.8], [4.3, 2.5, -2.6], [2.9, 0.7, -1.1], [1.5, -2.7, 1.9], [-2.9, -1.4, 2.0], [1.7, 1.2, -2.3], [-0.8, 0.9, -3.7], [-2.0, -0.6, -0.1], [-4.2, -1.9, 2.8], [-0.7, -0.4, 0.9], [-0.7, -1.1, 2.6], [3.9, 0.7, 1.2], [-3.1, 1.6, -1.0], [1.8, 1.7, -2.0], [-1.0, 1.2, 0.0], [1.6, 0.6, -0.9], [-0.6, -1.1, -0.9], [0.2, -0.8, -1.6], [0.1, -0.6, 1.6], [1.5, 1.1, -0.2], [-1.6, 0.3, 0.2], [0.3, -1.0, 1.6], [1.4, 0.8, -0.9], [1.8, -0.9, 0.7], [-0.1, -1.4, 1.7], [-0.3, 0.6, -1.9], [-2.0, -0.2, -0.6], [0.5, -0.5, 2.0], [1.8, 0.1, 0.8], [-2.2, 0.4, -0.2], [-0.8, 1.6, -1.3], [-0.3, -0.4, 0.2], [-0.2, -0.2, -0.1], [1.0, 0.2, 0.1], [-0.5, -0.3, -0.1], [0.3, 0.0, -0.2], [0.0, 0.7, -0.1], [0.2, -0.1, -0.1], [0.8, -0.1, -0.8], [-0.1, 0.0, 0.0], [0.1, 0.0, 0.1], [-0.1, 0.1, 0.1], [0.0, 0.0, 0.0], [0.1, -0.3, 0.0], [-0.1, -0.2, 0.0], [-0.2, 0.5, 1.4], [-0.5, -0.1, 0.1], [0.3, -0.4, -0.5], [-0.1, 0.2, 0.4], [-0.2, -0.1, 0.0], [0.1, 0.5, -0.4], [-0.1, -0.1, 0.0], [-0.1, -0.2, -0.2], [0.1, 0.1, 0.0], [0.0, -0.1, -0.1], [0.1, 0.1, 0.0], [0.1, 0.0, 0.0], [-0.1, -0.2, 0.2], [0.0, -0.1, 0.2]],
  "total_charge": 2,
  "gap_ev": 5.2,
  "energy_ha": -1618.95075,
  "homo_energy_ev": -13.58
}